Record 1
The following is a DFT calculation (ωB97M-V/def2-TZVPD) of a 13-piece molecular cluster, C4H34NO14 overall.

```
53
Properties=species:S:1:pos:R:3
C 2.12 -0.44 -1.50
C 1.35 0.86 -2.09
C 0.96 0.87 -3.52
O 2.28 1.97 -1.98
N 2.20 -0.45 0.01
C 1.36 -1.50 0.56
O 0.35 -1.00 1.33
H 3.07 -0.62 -1.98
H 1.55 -1.34 -1.89
H 0.54 0.91 -1.55
H -0.16 0.80 -3.65
H 1.16 1.88 -4.10
H 1.59 0.01 -4.01
H 1.88 2.69 -1.52
H 2.20 0.51 0.39
H 1.94 -2.09 1.34
H 1.02 -2.24 -0.14
H -1.50 -0.59 3.22
H -1.62 0.79 3.64
O -2.18 0.21 3.20
H 1.18 3.66 1.06
H 0.16 3.82 -0.12
O 1.04 4.08 0.12
H 4.21 1.46 1.54
H 3.61 1.47 2.88
O 3.87 2.11 2.21
H -0.12 -2.48 3.77
H 0.21 -1.36 2.78
O -0.27 -1.61 3.63
H -3.61 0.01 -2.19
H -4.76 -0.58 -1.38
O -4.27 -0.75 -2.19
H 1.60 -4.12 -1.23
H 0.21 -3.90 -1.67
O 1.11 -3.92 -2.05
H -1.65 2.06 0.52
H -0.07 1.83 0.73
O -0.73 2.35 0.34
H -0.85 -1.74 1.18
H -2.33 -2.41 1.52
O -1.80 -2.06 0.86
H -2.48 3.16 -1.80
H -1.62 1.91 -1.84
O -2.14 2.40 -2.45
H -3.23 0.17 1.67
H -2.20 -0.23 0.50
O -2.93 0.48 0.80
H 1.08 0.22 2.00
H 0.38 0.48 3.41
O 0.94 0.96 2.70
H -1.20 -2.74 -0.36
H -2.20 -2.94 -1.39
O -1.26 -3.00 -1.31
```

Calculated values
Relative energy (zero: lowest compared OMol25 entry of this formula, charge and spin): 63.83 kcal per mole
Lowest unoccupied orbital energy: 0.0939 Eh
Gap between HOMO and LUMO: 8.304 eV
Total charge: -1
F_max: 6.614 eV/Å


Record 2
The following is a DFT calculation (ωB97M-V/def2-TZVPD) of a 13-piece molecular cluster, C4H35N2O13 overall.

```
54
Properties=species:S:1:pos:R:3
O -0.67 -2.01 0.60
C 0.18 -1.80 -0.22
N 1.50 -2.16 -0.03
C -0.07 -0.85 -1.44
N -1.45 -0.34 -1.24
C -1.91 0.17 -2.58
C 0.80 0.35 -1.38
H 1.46 -2.88 0.67
H 2.25 -1.96 -0.71
H 0.14 -1.37 -2.42
H -2.12 -1.04 -0.92
H -1.41 0.52 -0.63
H -2.91 0.53 -2.68
H -1.16 0.87 -2.92
H -2.01 -0.64 -3.29
H 1.83 0.26 -1.71
H 0.45 1.27 -1.86
H 0.82 0.87 -0.40
H -2.73 0.09 2.11
H -3.10 0.32 3.66
O -2.84 0.70 2.82
H -3.35 2.09 1.50
H -3.41 2.63 -0.05
O -3.35 2.89 0.91
H -4.08 -0.64 1.05
H -4.46 -0.38 -0.32
O -3.81 -0.06 0.33
H -2.20 3.62 3.15
H -1.03 3.51 2.03
O -1.48 3.12 2.77
H 3.84 -0.74 -1.99
H 3.45 -2.12 -2.80
O 3.27 -1.55 -2.04
H -3.23 -3.41 -2.08
H -2.23 -3.06 -1.09
O -3.04 -2.67 -1.49
H 1.75 0.49 3.76
H 2.82 0.30 4.79
O 2.64 0.12 3.86
H -1.46 2.58 0.70
H 0.05 2.47 0.29
O -0.85 2.31 -0.02
H 4.88 1.18 -1.83
H 4.35 0.72 -0.50
O 4.07 0.87 -1.43
H 3.47 0.50 2.10
H 3.54 -0.34 0.85
O 4.02 0.37 1.31
H 2.38 2.35 0.83
H 2.05 3.08 2.16
O 2.75 3.00 1.47
H 0.69 -5.36 -0.79
H 0.73 -4.02 -1.56
O 0.16 -4.75 -1.31
```

Calculated values
Relative energy (zero: lowest compared OMol25 entry of this formula, charge and spin): 69.02 kcal per mole
Lowest unoccupied orbital energy: -0.0905 Eh
Gap between HOMO and LUMO: 10.929 eV
Total charge: +1
F_max: 3.574 eV/Å


Record 3
The following is a DFT calculation (ωB97M-V/def2-TZVPD) of a 14-piece molecular cluster, C4H35N2O14S overall.

```
56
Properties=species:S:1:pos:R:3
C 0.80 0.57 -1.51
N 0.62 -0.22 -0.26
C 1.71 -0.90 0.21
N 3.05 -0.63 -0.04
O 1.56 -1.89 1.02
C 0.70 -0.27 -2.80
C -0.82 -0.47 -3.17
S -1.75 -0.91 -1.63
H -0.08 1.23 -1.55
H 1.82 1.19 -1.35
H -0.37 -0.41 -0.03
H 3.36 0.10 -0.63
H 3.70 -1.37 0.27
H 1.27 0.22 -3.57
H 1.22 -1.30 -2.57
H -1.18 0.43 -3.58
H -0.92 -1.28 -3.86
H 2.93 2.96 0.50
H 2.13 3.58 -0.54
O 2.83 2.99 -0.44
H 3.81 2.14 -1.84
H 3.62 0.84 -2.65
O 4.21 1.28 -2.05
H -3.38 0.84 -0.92
H -3.41 1.00 0.55
O -3.62 1.59 -0.36
H 0.91 3.23 -1.81
H -0.17 3.82 -0.93
O 0.58 4.06 -1.48
H -2.69 0.23 3.14
H -2.57 -1.13 2.23
O -2.76 -0.16 2.27
H -0.65 -0.72 4.06
H -0.38 0.87 3.90
O -1.03 0.14 4.37
H -1.74 -2.95 0.73
H -3.10 -3.32 1.44
O -2.39 -2.76 1.53
H 0.75 2.49 1.73
H 1.53 3.50 2.37
O 1.59 2.86 1.73
H -0.43 -3.88 -0.72
H 0.30 -3.22 0.56
O -0.36 -3.89 0.16
H -1.71 1.22 1.85
H -0.27 0.61 1.81
O -0.69 1.50 2.01
H -0.88 -2.63 2.88
H 0.59 -2.23 2.51
O -0.05 -2.11 3.20
H 0.54 -3.14 -2.05
H -0.60 -3.32 -3.03
O 0.03 -3.81 -2.52
H -1.02 2.25 0.17
H -2.35 2.55 -0.43
O -1.47 3.02 -0.28
```

Calculated values
Relative energy (zero: lowest compared OMol25 entry of this formula, charge and spin): 35.85 kcal per mole
Lowest unoccupied orbital energy: 0.0995 Eh
Gap between HOMO and LUMO: 7.281 eV
Total charge: -1
F_max: 7.565 eV/Å